1.
Molecular formula: C10H16O
Method: DFT, wB97M-V/def2-TZVPD

Values from the calculation:
Orbital gap, eV: 9.421
E_HOMO, eV: -8.549

```
27
C10H16O, DFT wB97M-V/def2-TZVPD
C 1.0732 2.9877 0.5324
C 0.5170 -0.6011 1.7140
C 0.5671 0.7291 1.6724
C 1.6447 -1.3337 1.0789
C 1.4281 1.4885 0.7932
C 2.5465 -0.5371 0.4528
C 2.4393 0.8930 0.1618
O 1.6753 -2.7076 0.7386
H -0.3292 -1.1681 2.0930
H -0.1445 1.4751 2.2531
H 1.1732 -3.2979 1.2475
H 3.3850 -0.9547 -0.0762
H 1.5081 3.8037 1.1466
H 0.0291 3.0943 0.7242
H 3.2061 1.2561 -0.4884
H 1.3778 3.4056 -0.3970
C -2.5006 -1.0075 -0.8619
C -2.3710 0.4304 -1.4490
C -1.2931 -1.8725 -1.3407
H -2.6722 -1.1547 0.2461
H -3.4557 -1.3818 -1.3873
H -1.4065 0.6952 -1.7787
H -1.1585 -1.8444 -2.3593
H -0.4115 -1.3411 -0.9800
H -2.5811 1.0998 -0.5754
H -3.0685 0.6210 -2.2941
H -1.1784 -2.7773 -0.8666
```

***

2.
Molecular formula: C10H16O
Method: DFT, wB97M-V/def2-TZVPD

Values from the calculation:
Orbital gap, eV: 9.295
E_HOMO, eV: -8.410

```
27
C10H16O, DFT wB97M-V/def2-TZVPD
C -0.5315 -0.8770 -2.5426
C -0.2568 2.6687 -1.3348
C -1.1918 2.5492 -0.2573
C -0.0300 1.4980 -2.0535
C -0.6707 0.2852 -1.7040
C -1.9484 1.4882 -0.0501
C -1.6640 0.2837 -0.7433
O -0.9790 3.6400 0.5997
H 0.3405 3.5805 -1.4768
H 0.6154 1.4494 -3.0254
H -2.7048 1.3995 0.7101
H -1.6196 3.8343 1.2523
H -0.0445 -1.6635 -1.9021
H 0.0868 -0.8498 -3.5010
H -2.3534 -0.5423 -0.5471
H -1.4860 -1.1209 -2.9084
C 0.6801 -1.7209 1.7427
C 1.5579 -2.2475 2.8843
C 1.4236 -0.8987 0.6623
H 0.1664 -2.6148 1.2948
H -0.1762 -1.0473 2.0689
H 2.2620 -1.4441 3.3730
H 0.9016 -0.3528 -0.0153
H 2.0881 -0.1199 1.0398
H 2.0773 -1.5052 0.0539
H 1.0192 -2.7160 3.6514
H 2.4376 -2.9557 2.7283
```

***

3.
Molecular formula: C10H16O
Method: DFT, wB97M-V/def2-TZVPD

Values from the calculation:
Orbital gap, eV: 8.983
E_HOMO, eV: -8.292

```
27
C10H16O, DFT wB97M-V/def2-TZVPD
C 1.0441 0.1846 -1.7909
C 2.1065 -0.7642 -1.1269
C 0.6122 -0.1185 -3.2455
H -0.0035 0.3363 -1.1129
H 1.5533 1.2115 -1.7296
H 1.4635 -1.3869 -0.5564
H 2.6906 -0.0676 -0.3961
H 0.9091 -1.0660 -3.8426
H -0.4239 -0.0721 -3.1649
H 2.9193 -1.0825 -1.8265
H 0.9113 0.8072 -3.7652
C -0.2871 -2.2375 1.5164
C -1.1988 1.8405 1.2185
C -2.2749 0.9587 1.0531
C 0.0583 1.4860 1.7315
C -1.9501 -0.3157 1.2416
C 0.3172 0.0995 1.7679
C -0.6936 -0.7890 1.5281
O -1.3999 3.1343 0.8722
H -3.1657 1.3498 0.6312
H -2.4089 3.4587 1.1019
H 0.8438 2.2504 2.1209
H -2.6205 -1.1668 0.9172
H 1.2934 -0.1019 2.0894
H 0.4116 -2.5994 2.3279
H 0.5226 -2.5183 0.8682
H -1.2298 -2.8311 1.5714
```

***

4.
Molecular formula: C10H16O
Method: DFT, wB97M-V/def2-TZVPD

Values from the calculation:
Orbital gap, eV: 10.041
E_HOMO, eV: -9.087

```
27
C10H16O, DFT wB97M-V/def2-TZVPD
C -0.4280 1.2337 -2.4983
C -0.7735 -1.0333 -1.3158
C -1.0434 0.3443 -1.4417
C -1.3532 -1.6666 -0.2303
C -2.1181 -0.9708 0.6927
C -1.8166 1.0278 -0.4894
C -2.4372 0.3680 0.5891
H -0.3744 -1.5261 -2.1955
H -1.1801 -2.7238 -0.0679
H 0.1932 0.5913 -3.1392
H 0.0008 2.1747 -2.1631
H -2.5700 -1.5383 1.5082
H -2.0749 2.0375 -0.7470
H -2.8700 0.9381 1.3970
H -1.1950 1.4180 -3.2682
C 1.9903 0.0678 0.7903
C 2.1599 -1.3174 1.3920
C 0.8320 0.8306 1.4660
O 3.2254 0.7807 0.5849
H 1.7397 0.1592 -0.2883
H 1.1460 -1.6402 1.6701
H 1.1092 0.8014 2.5433
H 0.6881 1.8416 1.1091
H -0.0773 0.2571 1.4321
H 3.3653 1.4995 1.2188
H 2.8511 -1.3001 2.2293
H 2.4569 -2.0789 0.6832
```

***

Short version: maximum force = 0.092; 0.105; 0.103; 0.056 hartree/bohr, in the order given.
Short version: E = -12674.77053; -12675.20209; -12673.94784; -12675.86993 eV, in the order given.
Short version: ΔE to the lowest compared entry with this formula, charge and spin = 68.1; 58.2; 87.1; 42.8 kcal per mole, in the order given.